Entry 1:
{"formula": "C22H21N2O5", "method": "ωB97M-V with the def2-TZVPD basis set", "symbols": ["O", "C", "C", "C", "C", "C", "N", "C", "C", "H", "H", "H", "H", "C", "N", "C", "C", "C", "C", "C", "C", "C", "C", "O", "O", "C", "C", "C", "O", "C", "O", "C", "C", "H", "H", "H", "H", "H", "H", "H", "H", "H", "H", "H", "H", "H", "H", "H", "H", "H"], "coordinates": [[2.930, -0.438, 3.521], [1.708, -0.342, 3.158], [0.914, -1.523, 2.890], [-0.433, -1.425, 2.598], [-1.073, -0.171, 2.543], [-2.500, -0.098, 2.417], [-3.671, -0.050, 2.350], [-0.295, 0.997, 2.660], [1.050, 0.929, 2.975], [1.437, -2.482, 2.948], [-1.008, -2.333, 2.413], [-0.761, 1.974, 2.518], [1.659, 1.828, 3.114], [9.751, 1.319, 1.797], [9.365, 1.295, 3.192], [10.480, 1.246, 4.118], [8.042, 1.062, 3.590], [7.504, -0.245, 3.645], [6.201, -0.449, 4.072], [5.386, 0.641, 4.418], [4.037, 0.425, 4.978], [3.797, -0.461, 6.031], [2.384, -0.562, 6.445], [1.519, 0.189, 6.035], [2.062, -1.521, 7.373], [3.008, -2.619, 7.497], [2.642, -3.346, 8.797], [2.968, -3.498, 6.253], [4.339, -2.089, 7.731], [4.806, -1.138, 6.856], [5.990, -0.875, 6.868], [5.895, 1.948, 4.287], [7.207, 2.156, 3.908], [8.868, 1.434, 1.157], [10.434, 2.164, 1.627], [10.287, 0.396, 1.523], [10.088, 1.272, 5.144], [11.069, 0.324, 3.959], [11.134, 2.116, 3.941], [8.149, -1.083, 3.392], [5.802, -1.456, 4.156], [3.358, 1.276, 4.948], [2.744, -2.648, 9.637], [1.616, -3.720, 8.761], [3.323, -4.185, 8.952], [3.209, -2.926, 5.348], [3.681, -4.321, 6.375], [1.961, -3.924, 6.152], [5.256, 2.786, 4.571], [7.633, 3.162, 3.853]], "e_tot_ev": -36373.39831, "multiplicity": 1, "orbital_gap_ev": 6.876, "homo_ev": -4.3000, "total_charge": -1}

Entry 2:
{"formula": "C23H32N4O3", "method": "ωB97M-V with the def2-TZVPD basis set", "symbols": ["C", "C", "N", "C", "C", "C", "C", "C", "N", "C", "O", "C", "C", "N", "C", "C", "O", "C", "C", "O", "C", "C", "C", "C", "C", "C", "C", "C", "N", "C", "H", "H", "H", "H", "H", "H", "H", "H", "H", "H", "H", "H", "H", "H", "H", "H", "H", "H", "H", "H", "H", "H", "H", "H", "H", "H", "H", "H", "H", "H", "H", "H"], "coordinates": [[-4.412, -0.240, -2.171], [-2.983, -0.372, -1.633], [-2.807, -1.060, -0.367], [-3.206, -0.319, 0.819], [-4.663, -0.441, 1.284], [-3.178, -2.466, -0.381], [-2.365, -3.291, 0.623], [-0.894, -3.399, 0.225], [-0.256, -2.104, 0.170], [0.915, -1.849, 0.787], [1.535, -2.694, 1.407], [1.397, -0.443, 0.622], [0.555, 0.611, 0.802], [0.956, 1.912, 0.719], [-0.013, 2.970, 0.918], [-0.840, 3.245, -0.356], [-2.155, 2.740, -0.292], [-3.058, 3.569, 0.399], [2.251, 2.308, 0.400], [2.529, 3.502, 0.314], [3.143, 1.203, 0.207], [2.754, -0.139, 0.320], [3.915, -0.921, 0.039], [4.185, -2.289, -0.011], [5.460, -2.697, -0.335], [6.474, -1.774, -0.607], [6.240, -0.418, -0.557], [4.954, 0.005, -0.234], [4.470, 1.278, -0.125], [5.240, 2.473, -0.327], [-4.909, -1.207, -2.199], [-4.380, 0.159, -3.182], [-4.998, 0.441, -1.560], [-2.554, 0.628, -1.521], [-2.383, -0.915, -2.373], [-2.984, 0.730, 0.616], [-2.565, -0.646, 1.647], [-5.360, -0.200, 0.487], [-4.878, -1.445, 1.642], [-4.829, 0.251, 2.107], [-4.249, -2.618, -0.183], [-2.975, -2.850, -1.385], [-2.785, -4.297, 0.666], [-2.442, -2.854, 1.618], [-0.819, -3.879, -0.759], [-0.338, -4.003, 0.947], [-0.815, -1.373, -0.254], [-0.486, 0.472, 1.047], [-0.680, 2.694, 1.738], [0.557, 3.862, 1.190], [-0.866, 4.322, -0.563], [-0.369, 2.742, -1.205], [-3.105, 4.564, -0.059], [-4.034, 3.093, 0.327], [-2.789, 3.682, 1.455], [3.414, -3.003, 0.222], [5.688, -3.751, -0.376], [7.462, -2.135, -0.856], [7.027, 0.292, -0.761], [6.066, 2.518, 0.387], [5.649, 2.494, -1.340], [4.589, 3.333, -0.181]], "e_tot_ev": -36474.22930, "multiplicity": 1, "orbital_gap_ev": 8.053, "homo_ev": -7.4576, "relative_energy_kj_mol": 184.4, "total_charge": 0}

Entry 3:
{"formula": "C24H26ClI2NNiO5S", "method": "ωB97M-V with the def2-TZVPD basis set", "symbols": ["Ni", "I", "C", "C", "C", "I", "C", "C", "C", "C", "N", "C", "C", "O", "H", "H", "H", "H", "C", "C", "C", "C", "Cl", "C", "C", "C", "O", "C", "C", "O", "O", "H", "H", "H", "H", "H", "H", "H", "H", "C", "C", "C", "S", "O", "C", "C", "C", "H", "H", "H", "H", "H", "H", "H", "H", "H", "H", "H", "H", "H", "H"], "coordinates": [[0.365, -0.120, 0.136], [0.523, 2.140, -4.477], [0.879, 2.865, -2.565], [1.173, 4.224, -2.383], [1.408, 4.755, -1.141], [1.848, 6.787, -0.978], [1.347, 3.920, 0.003], [1.567, 4.334, 1.335], [1.477, 3.436, 2.361], [1.155, 2.101, 2.073], [0.947, 1.685, 0.848], [1.043, 2.557, -0.193], [0.810, 1.981, -1.498], [0.564, 0.724, -1.602], [1.214, 4.863, -3.255], [1.804, 5.371, 1.531], [1.642, 3.738, 3.385], [1.064, 1.364, 2.862], [-6.199, 0.683, -0.229], [-5.175, 0.791, -1.318], [-5.226, 1.798, -2.266], [-4.253, 1.891, -3.250], [-4.339, 3.183, -4.414], [-3.218, 0.981, -3.313], [-3.159, -0.042, -2.377], [-4.123, -0.129, -1.383], [-4.139, -1.094, -0.407], [-3.040, -1.961, -0.337], [-1.721, -1.264, -0.062], [-0.652, -1.889, -0.326], [-1.689, -0.100, 0.400], [-6.947, 1.467, -0.328], [-5.728, 0.768, 0.752], [-6.702, -0.284, -0.256], [-6.024, 2.527, -2.234], [-2.453, 1.073, -4.071], [-2.333, -0.737, -2.428], [-2.934, -2.560, -1.248], [-3.235, -2.645, 0.491], [4.931, -1.559, 1.951], [4.764, -2.852, 1.161], [4.060, -2.675, -0.179], [2.284, -2.379, -0.221], [2.089, -1.084, 0.562], [1.673, -3.697, 0.859], [1.617, -3.348, 2.350], [0.318, -2.670, 2.769], [5.431, -1.749, 2.900], [3.970, -1.090, 2.149], [5.535, -0.843, 1.392], [4.246, -3.604, 1.763], [5.747, -3.280, 0.945], [4.196, -3.545, -0.826], [4.455, -1.812, -0.722], [2.327, -4.550, 0.661], [0.682, -3.932, 0.475], [2.469, -2.731, 2.634], [1.718, -4.288, 2.900], [0.186, -1.706, 2.278], [0.307, -2.501, 3.846], [-0.545, -3.288, 2.518]], "e_tot_ev": -117641.54875, "multiplicity": 3, "orbital_gap_ev": [7.357, 7.339], "homo_ev": [-7.3653, -7.3279], "total_charge": 0}

Entry 4:
{"formula": "H16Na5O12S", "method": "ωB97M-V with the def2-TZVPD basis set", "symbols": ["Na", "Na", "Na", "Na", "Na", "S", "O", "O", "O", "O", "O", "H", "H", "O", "H", "H", "O", "H", "H", "O", "H", "H", "O", "H", "H", "O", "H", "H", "O", "H", "H", "O", "H", "H"], "coordinates": [[-2.418, -0.589, -2.057], [-3.535, 1.892, 1.226], [-1.761, -0.114, 3.470], [-3.806, -1.596, 1.098], [-1.324, -3.377, 0.372], [-0.734, 0.099, 0.237], [-0.816, 0.876, -0.998], [-1.241, 0.824, 1.425], [-1.617, -1.102, 0.034], [0.634, -0.354, 0.451], [-0.486, -0.139, -3.983], [-0.153, -1.039, -4.096], [0.223, 0.323, -3.503], [1.007, 2.411, -2.111], [0.507, 1.742, -1.602], [0.341, 2.955, -2.545], [1.195, -1.286, 3.135], [1.128, -0.945, 2.230], [2.133, -1.202, 3.356], [3.256, -0.645, -0.140], [2.315, -0.525, 0.062], [3.699, -0.723, 0.712], [1.859, -3.652, 1.516], [1.857, -2.717, 1.298], [1.037, -3.800, 1.993], [0.227, 3.134, 1.958], [-0.456, 3.778, 1.738], [-0.181, 2.269, 1.820], [1.342, -2.999, -1.564], [1.695, -3.144, -2.452], [1.116, -2.062, -1.552], [-2.459, 3.640, -0.238], [-2.737, 4.564, -0.319], [-1.847, 3.502, -0.974]], "e_tot_ev": -57724.45346, "multiplicity": 1, "orbital_gap_ev": 4.065, "homo_ev": -17.4177, "relative_energy_kj_mol": 328.0, "total_charge": 3}

Entry 5:
{"formula": "C28H68BO24", "method": "ωB97M-V with the def2-TZVPD basis set", "symbols": ["O", "C", "O", "B", "O", "C", "O", "O", "C", "O", "C", "O", "O", "C", "C", "O", "O", "H", "H", "H", "H", "H", "H", "C", "C", "O", "O", "H", "H", "H", "H", "H", "H", "C", "C", "O", "O", "H", "H", "H", "H", "H", "H", "C", "C", "O", "O", "H", "H", "H", "H", "H", "H", "C", "C", "O", "O", "H", "H", "H", "H", "H", "H", "C", "C", "O", "O", "H", "H", "H", "H", "H", "H", "C", "C", "C", "O", "H", "H", "H", "H", "H", "H", "H", "H", "C", "C", "C", "O", "H", "H", "H", "H", "H", "H", "H", "H", "C", "C", "C", "O", "H", "H", "H", "H", "H", "H", "H", "H", "C", "C", "C", "O", "H", "H", "H", "H", "H", "H", "H", "H"], "coordinates": [[-2.188, -1.774, 1.846], [-1.449, -1.226, 0.986], [-0.573, -0.380, 1.402], [0.215, -0.089, 0.142], [-0.524, -0.736, -0.977], [-1.436, -1.405, -0.421], [-2.401, -1.895, -1.006], [1.566, -0.431, 0.288], [2.212, 0.646, 0.175], [3.400, 0.725, 0.083], [1.285, 1.753, -0.121], [0.111, 1.365, -0.067], [1.595, 2.736, -0.611], [4.739, -2.788, -0.732], [3.760, -2.953, -1.877], [3.040, -4.240, -1.842], [5.296, -1.500, -0.640], [5.532, -3.465, -0.908], [4.306, -3.042, 0.299], [4.423, -2.919, -2.659], [2.995, -2.285, -1.932], [2.693, -4.373, -2.650], [4.612, -0.753, -0.589], [-1.407, -0.191, 6.249], [-1.555, -0.386, 4.686], [-2.412, -1.514, 4.674], [-0.584, 0.998, 6.444], [-1.208, -0.972, 6.901], [-2.358, -0.046, 6.824], [-0.634, -0.562, 4.143], [-1.924, 0.416, 4.060], [-2.477, -1.833, 3.783], [0.285, 0.726, 6.214], [2.637, 1.054, 3.513], [2.648, 1.151, 4.997], [1.782, 0.265, 5.659], [3.092, 2.116, 2.816], [1.665, 0.607, 2.899], [3.298, 0.099, 3.388], [2.375, 2.200, 5.103], [3.574, 1.209, 5.408], [2.172, -0.501, 5.663], [3.953, 2.524, 3.220], [-0.717, -5.102, 1.271], [0.257, -5.021, -0.001], [0.758, -3.685, -0.102], [-1.200, -6.306, 1.393], [-1.421, -4.220, 1.322], [-0.006, -4.846, 2.094], [-0.240, -5.234, -0.819], [1.125, -5.541, 0.107], [1.525, -3.698, -0.610], [-1.755, -6.089, 2.123], [-5.446, -3.633, 0.676], [-4.511, -4.646, -0.055], [-4.116, -4.114, -1.357], [-5.933, -4.273, 1.876], [-6.355, -3.364, -0.016], [-4.861, -2.715, 0.862], [-5.255, -5.469, -0.355], [-3.606, -5.038, 0.444], [-3.782, -3.305, -1.301], [-6.773, -3.886, 2.053], [6.101, 4.240, -1.090], [4.930, 3.313, -1.063], [4.620, 3.063, 0.338], [6.597, 4.237, -2.416], [6.878, 3.610, -0.498], [5.961, 5.272, -0.686], [5.304, 2.316, -1.488], [4.093, 3.635, -1.832], [4.118, 2.227, 0.264], [7.526, 4.428, -2.316], [-2.366, 4.461, 1.461], [-0.941, 4.475, 2.054], [-0.368, 3.311, 2.801], [0.052, 4.716, 1.060], [-2.905, 3.868, 2.084], [-2.478, 3.722, 0.738], [-2.858, 5.361, 1.180], [-0.659, 5.362, 2.665], [-0.883, 3.319, 3.773], [0.668, 3.109, 3.269], [-0.719, 2.477, 2.324], [0.174, 3.883, 0.501], [-1.486, 0.423, -5.784], [-1.860, 0.055, -4.395], [-2.489, -1.390, -4.283], [-0.595, -0.057, -3.596], [-2.254, 0.261, -6.644], [-0.680, -0.255, -6.155], [-1.117, 1.400, -5.976], [-2.513, 0.727, -4.120], [-3.639, -1.620, -4.643], [-2.202, -1.951, -3.625], [-1.941, -2.109, -5.044], [-0.789, 0.270, -2.592], [-4.736, 2.712, -0.838], [-4.320, 1.324, -0.414], [-5.157, 0.732, 0.695], [-4.408, 0.469, -1.584], [-4.645, 3.354, -0.024], [-5.748, 2.771, -0.984], [-4.258, 3.004, -1.615], [-3.353, 1.344, -0.270], [-4.884, -0.417, 1.052], [-6.249, 0.713, 0.344], [-5.248, 1.353, 1.638], [-4.027, -0.411, -1.529], [2.546, 0.243, -3.170], [2.295, 1.680, -3.763], [3.615, 2.100, -4.522], [1.294, 1.705, -4.649], [3.414, 0.101, -2.597], [2.796, -0.548, -4.099], [1.608, -0.391, -2.820], [1.948, 2.370, -3.041], [4.521, 1.971, -3.883], [3.534, 3.129, -4.904], [3.609, 1.480, -5.271], [0.776, 0.957, -4.440]], "e_tot_ev": -79947.39468, "multiplicity": 1, "orbital_gap_ev": 9.169, "homo_ev": -7.3483, "total_charge": -1}

Entry 6:
{"formula": "CH4FN2O", "method": "ωB97M-V with the def2-TZVPD basis set", "symbols": ["C", "N", "N", "O", "F", "H", "H", "H", "H"], "coordinates": [[-0.595, -0.539, -0.084], [0.710, -0.617, -0.137], [-1.206, 0.996, -0.085], [-2.532, 1.080, 0.046], [1.508, 1.542, 0.230], [-1.329, -1.312, -0.373], [1.146, -1.423, -0.685], [1.040, 0.397, -0.125], [-0.496, 1.712, 0.243]], "e_tot_ev": -8844.32068, "multiplicity": 1, "orbital_gap_ev": [7.288, 6.269], "homo_ev": [-2.8587, -1.8188], "relative_energy_kj_mol": 212.1, "total_charge": -1}

Entry 7:
{"formula": "C5H8N2", "method": "ωB97M-V with the def2-TZVPD basis set", "symbols": ["C", "C", "C", "C", "N", "N", "C", "H", "H", "H", "H", "H", "H", "H", "H"], "coordinates": [[0.558, 0.956, 1.762], [0.662, -1.546, -0.495], [-0.768, -1.357, -0.857], [-1.801, -0.747, -0.016], [-2.677, -0.320, 0.608], [0.331, -0.474, -1.209], [0.490, 0.693, -1.743], [0.438, 1.875, 2.339], [-0.117, 0.191, 2.157], [1.597, 0.618, 1.828], [1.170, -1.524, 0.457], [-1.204, -1.966, -1.649], [0.305, 1.160, 0.718], [-0.347, 1.143, -2.259], [1.449, 1.187, -1.647]], "e_tot_ev": -8290.46413, "multiplicity": 1, "orbital_gap_ev": [8.585, 8.586], "homo_ev": [-8.1916, -8.1920], "relative_energy_kj_mol": 437.3, "total_charge": 0}

Entry 8:
{"formula": "H6O2S2", "method": "ωB97M-V with the def2-TZVPD basis set", "symbols": ["S", "S", "H", "H", "O", "H", "H", "O", "H", "H"], "coordinates": [[2.486, -0.682, -3.185], [1.053, -1.293, -1.743], [3.465, -1.226, -2.427], [0.709, -0.035, -1.385], [-1.619, -0.282, 2.112], [-2.286, 0.055, 2.709], [-1.157, -0.901, 2.701], [-0.721, 1.590, 0.050], [-1.108, 0.719, 0.283], [-0.823, 2.056, 0.886]], "e_tot_ev": -25862.59310, "multiplicity": 1, "orbital_gap_ev": 9.173, "homo_ev": -8.9790, "relative_energy_kj_mol": 18.6, "total_charge": 0}